{
  "formula": "C47H56BCl3F2GeN2ORuSbSi3",
  "method": "wB97M-V/def2-TZVPD",
  "symbols": ["Ru", "C", "Sb", "C", "C", "C", "C", "C", "C", "N", "Si", "C", "C", "C", "C", "C", "C", "C", "C", "C", "N", "Si", "C", "C", "C", "Si", "C", "C", "C", "H", "H", "H", "H", "H", "H", "H", "H", "H", "H", "H", "H", "H", "H", "H", "H", "H", "H", "H", "H", "H", "H", "H", "H", "H", "H", "H", "H", "H", "H", "H", "H", "H", "H", "H", "H", "H", "H", "Cl", "C", "C", "C", "Cl", "C", "O", "C", "Cl", "C", "H", "H", "F", "B", "F", "C", "Ge", "C", "C", "C", "C", "C", "C", "C", "C", "C", "C", "C", "C", "C", "C", "C", "C", "C", "C", "H", "H", "H", "H", "H", "H", "H", "H", "H", "H", "H", "H", "H", "H", "H", "H"],
  "coordinates": [[-0.0079, 0.0479, -0.1360], [2.0618, 1.0457, 3.5681], [2.0118, 0.8368, 1.4006], [0.1033, -0.6656, 1.5748], [0.6747, -1.9095, 2.1789], [1.0066, -3.1607, 1.5290], [1.2171, -4.2857, 2.3514], [1.2071, -4.1493, 3.7469], [1.0006, -2.8833, 4.2638], [0.6433, -1.8280, 3.5417], [-1.3856, 0.3481, 2.2799], [-1.2511, 1.1940, 3.9235], [-2.5792, -1.0300, 2.3841], [-1.7825, 1.8188, 1.1137], [4.2959, 0.8872, 0.6911], [4.2289, -0.0295, -0.4179], [5.2529, -0.1411, -1.4111], [5.1007, -1.0541, -2.4794], [3.9941, -1.8883, -2.4828], [3.0778, -1.7401, -1.4368], [3.1790, -0.8644, -0.4616], [5.3240, 0.0634, 2.0929], [6.8591, -0.5740, 1.2866], [4.4062, -1.4670, 2.7502], [5.7918, 1.1694, 3.5900], [4.6481, 2.7647, 0.3022], [4.1952, 3.0946, -1.4913], [3.5438, 3.8251, 1.3736], [6.4436, 3.1688, 0.2711], [1.4606, 1.9507, 3.8537], [3.0720, 1.2383, 3.9264], [1.6605, 0.1234, 3.9888], [1.0464, -3.2521, 0.4243], [1.3378, -5.2736, 1.8808], [1.3376, -5.0008, 4.4241], [1.0049, -2.7101, 5.3530], [-0.9932, 0.4691, 4.6496], [-2.2379, 1.6356, 4.0737], [-0.5569, 2.0752, 3.9022], [-2.2873, -1.6076, 3.2750], [-2.5154, -1.7134, 1.5116], [-3.6028, -0.6327, 2.4991], [-0.9136, 2.4659, 0.9141], [-2.5102, 2.4567, 1.6467], [-2.2704, 1.5437, 0.1362], [6.1473, 0.4305, -1.3403], [5.9039, -1.0770, -3.2176], [3.9211, -2.6898, -3.2063], [2.2001, -2.3723, -1.4284], [6.7224, -1.4967, 0.6829], [7.4995, -0.8104, 2.1229], [7.3944, 0.1677, 0.6248], [3.9674, -1.9895, 1.8544], [3.6446, -1.2715, 3.5341], [5.1707, -2.1196, 3.1395], [5.0656, 1.9887, 3.7809], [6.7657, 1.6457, 3.4424], [5.8410, 0.4898, 4.4377], [3.2685, 2.6741, -1.8536], [5.0342, 2.7684, -2.1473], [4.1369, 4.1533, -1.6665], [2.5062, 3.9448, 1.0388], [3.9699, 4.8353, 1.3398], [3.5114, 3.5288, 2.4216], [7.0645, 2.4676, -0.3378], [6.8875, 3.0961, 1.2737], [6.4937, 4.1891, -0.1352], [0.1376, 4.0720, -6.4403], [0.2429, 3.4108, -4.8902], [0.3357, 2.0191, -4.7396], [0.4726, 1.5067, -3.4589], [0.7809, -0.1258, -3.0915], [0.3067, 2.2826, -2.2725], [0.1181, 1.7985, -1.0569], [0.3419, 3.6899, -2.4407], [0.5700, 4.6931, -1.0429], [0.3010, 4.2184, -3.7427], [0.2275, 1.3411, -5.5624], [0.3064, 5.3173, -3.8546], [-1.3751, -2.8727, -0.0180], [-0.9908, -2.0570, -1.0638], [-0.0982, -2.5971, -1.9879], [-1.8246, -0.8749, -1.3796], [-3.6737, -1.0052, -1.0657], [-4.3097, -1.0278, -2.9457], [-3.5111, -1.4654, -3.9905], [-4.0078, -1.5295, -5.2995], [-5.2936, -1.1432, -5.5623], [-6.1246, -0.6498, -4.5556], [-5.6244, -0.6012, -3.2602], [-4.6823, 0.5762, -0.4114], [-5.3741, 0.6474, 0.7914], [-6.0077, 1.8398, 1.2210], [-5.9753, 2.9353, 0.4160], [-5.2823, 2.8852, -0.8057], [-4.6356, 1.7231, -1.2184], [-4.6216, -2.6157, -0.3460], [-5.9347, -2.4767, 0.0923], [-6.6737, -3.5314, 0.6550], [-6.0798, -4.7841, 0.6876], [-4.7974, -4.9906, 0.1691], [-4.1020, -3.9364, -0.3350], [-1.6834, -0.3794, -2.3756], [-2.4867, -1.7737, -3.7943], [-3.3426, -1.8795, -6.0783], [-5.7201, -1.3550, -6.5294], [-7.1542, -0.3423, -4.7268], [-6.2769, -0.2236, -2.4736], [-5.4669, -0.2651, 1.3859], [-6.4970, 1.8652, 2.1938], [-6.4607, 3.8802, 0.7080], [-5.2154, 3.7783, -1.4612], [-4.1599, 1.6840, -2.2011], [-6.3818, -1.4944, -0.0019], [-7.6764, -3.3401, 0.9882], [-6.6080, -5.6708, 1.0085], [-4.3699, -5.9917, 0.1671], [-3.0509, -4.0794, -0.7204]],
  "atomic_forces_ev_per_a": [[-0.4742, -1.2076, -2.2168], [-0.1896, 1.2763, 0.5398], [0.4845, 0.3950, 0.4116], [0.2845, -2.3641, 2.6186], [-1.9418, 1.2403, -0.0213], [0.3177, -0.0339, 0.6999], [-0.1979, 0.7750, -0.9534], [0.2747, -0.4174, 0.0440], [-0.7166, 0.1133, 0.4136], [0.8095, -0.7117, 0.0945], [2.0775, -0.3190, -1.0983], [0.1152, 1.6736, -0.8081], [-1.2694, -0.4442, 0.0129], [-0.8481, -0.0504, -0.4491], [1.4844, 2.0767, 1.7988], [1.1250, -0.4378, -1.1184], [-1.5670, -1.0460, -0.7181], [0.5054, 1.0678, 1.3689], [0.2209, -0.0033, 0.2995], [0.2241, -0.6808, -0.9875], [0.0294, -0.1853, -0.2837], [-2.0646, 0.7304, -0.8792], [1.1081, -0.0472, -0.9817], [-0.2884, 0.2989, -0.7865], [-0.2515, 0.4144, -0.7878], [-1.5136, -3.0159, -0.7335], [0.8444, -0.2430, -0.4257], [0.3736, 0.9565, 0.2698], [1.1581, 0.0683, 0.4811], [0.4347, -0.9449, -0.1131], [0.1328, -0.1793, -0.0053], [-0.0924, 0.1976, 0.0844], [-0.1425, 0.1741, 0.9976], [0.0648, 0.4963, 0.2517], [0.0750, 0.2928, -0.3532], [0.0480, -0.2019, -0.4049], [0.3143, -0.4672, 1.0784], [-0.2508, -0.1655, 0.3939], [-0.4334, -1.0166, 0.0770], [-0.2247, 0.0701, -0.1604], [-0.0679, 0.5360, 0.5503], [0.1398, -0.4801, 0.1246], [-0.2342, -0.3502, 0.0782], [-0.0008, -0.2194, -0.0356], [0.6441, 0.3284, 0.9641], [0.4007, 0.5703, 0.0585], [-0.3157, -0.2809, -0.0003], [-0.3577, 0.1088, -0.0858], [-0.1203, -0.1246, 0.0959], [-0.0967, 0.5253, 0.4130], [0.7182, -0.2940, 0.2463], [-0.5672, -0.6156, 0.7844], [0.0842, 0.4839, 0.9529], [0.3542, -0.1535, -0.6527], [0.3343, -0.5062, 0.4276], [0.3400, -0.6575, -0.0370], [0.0461, -0.1014, 0.0638], [0.0043, 0.1327, 0.2939], [-0.3007, -0.3232, -0.0088], [-0.5628, -0.1089, 0.3268], [-0.1519, 0.8187, 0.0173], [0.3245, -0.4262, -0.1986], [0.0465, 0.2015, 0.1557], [0.0613, -0.1133, 0.0834], [-0.7722, 0.5525, 0.1221], [-0.0010, 0.4296, -0.0921], [0.5198, -0.0994, 0.1716], [-0.1642, 0.7106, -1.2774], [0.1999, -1.0481, 2.3059], [-0.0163, 0.4877, 0.8073], [-0.4541, 0.8084, 0.8062], [0.2590, -0.8654, -0.8139], [-0.5304, 0.2008, 1.9662], [0.8010, 2.6463, -3.6583], [0.2177, -0.4372, -1.7195], [-0.2954, 0.0106, -0.3055], [0.0337, 0.8445, 0.2185], [0.2959, -0.1292, -0.4030], [0.0125, -0.6958, 0.0022], [0.6126, -0.4237, -0.4939], [-0.5642, 0.0592, -0.4093], [0.0124, -0.3568, 0.8555], [0.0118, 0.4889, -0.6728], [-0.5298, -0.1712, -0.6690], [-1.1382, 0.4221, -0.1816], [-0.0257, -0.0330, -0.3093], [0.8119, -0.0293, 0.7323], [-1.0567, -0.1883, -0.3225], [0.4058, -0.1945, 0.5655], [0.3277, -0.1407, -0.0729], [0.0802, -0.0072, 0.1064], [-0.3191, 0.2908, 0.2596], [0.3058, -1.5785, 0.3911], [0.2146, 1.4344, -0.8721], [0.2133, 0.3681, -0.5423], [-0.5263, 0.2513, 0.2578], [0.0898, -0.7365, 0.1235], [-0.0510, 0.1717, 0.2168], [1.0119, 0.0801, -0.7389], [-0.1540, -0.3693, -0.2161], [-0.7592, -0.4101, 0.3217], [2.2473, 1.4692, -0.8481], [-0.1908, -0.4889, 1.0451], [-0.1221, 0.0201, 0.0141], [-0.1449, -0.0966, -0.1505], [0.0128, 0.3319, -0.4030], [0.1842, -0.0918, -0.2303], [0.1567, -0.0738, -0.0261], [0.1487, 0.4898, 0.0812], [-0.0119, -0.0159, -0.2186], [0.2432, -0.5254, -0.0730], [-0.1949, -0.6014, 0.5712], [0.0662, 0.0957, 0.3460], [-0.2279, -0.1098, 0.1327], [-0.3073, -0.1454, 0.1710], [-0.2673, 0.0839, 0.3457], [-0.0670, 0.1836, 0.0056], [-1.3668, 0.0464, 0.5095]],
  "mulliken_spin": [2.442, 0.448, 0.263, 0.146, 0.032, 0.138, -0.031, 0.099, -0.035, 0.052, -0.070, 0.068, 0.057, 0.106, 0.255, -0.079, 0.017, -0.001, 0.015, 0.071, 0.060, 0.057, 0.013, 0.023, 0.009, 0.002, 0.022, 0.081, 0.026, 0.004, -0.033, -0.082, 0.022, -0.001, 0.011, -0.002, 0.006, 0.005, -0.008, -0.004, -0.029, 0.014, 0.018, 0.013, 0.004, 0.011, 0.001, 0.006, -0.041, 0.002, -0.009, 0.011, -0.007, 0.007, 0.004, 0.002, 0.001, 0.000, -0.010, 0.003, 0.001, -0.006, 0.002, 0.007, 0.005, 0.005, 0.000, 0.001, 0.013, -0.007, 0.008, 0.020, 0.018, 0.334, 0.001, 0.005, -0.006, 0.000, 0.000, 0.030, 0.185, -0.022, 0.153, 0.022, 0.019, 0.012, 0.004, 0.000, 0.001, 0.002, 0.001, 0.007, 0.000, 0.000, 0.001, 0.009, 0.006, 0.004, 0.000, 0.000, 0.003, 0.019, -0.053, -0.004, 0.000, 0.000, 0.000, 0.000, -0.001, 0.000, 0.000, 0.000, -0.001, 0.001, 0.000, 0.000, 0.000, 0.002],
  "e_tot_ha": -6895.0377,
  "max_force_ha_per_bohr": 0.089,
  "homo_energy_ev": [0.897, -1.143],
  "s2": 8.79,
  "total_charge": -2,
  "spin_multiplicity": 6
}